# 1
Formula: C47H56GeN11O7P2Re
Source: OMol25
Level of theory: ωB97M-V/def2-TZVPD

```
125
Properties=species:S:1:pos:R:3:forces:R:3
Re -0.3972 0.2694 0.9673 -2.565 0.225 1.330
C 2.7647 -3.8497 -1.1983 0.593 -0.402 -0.233
N 1.7466 -2.8767 -0.9239 -0.335 0.459 1.034
C 1.4578 -2.2402 0.2119 -0.206 0.020 -0.024
N 0.3777 -1.4910 0.0292 -0.169 0.467 -0.440
C 0.0541 -1.7016 -1.2742 0.349 -0.447 0.148
N 0.8606 -2.5385 -1.8600 -0.450 0.043 -1.087
C 4.0390 -3.2836 -1.8008 0.019 0.054 -0.033
C 4.9804 -4.1939 -2.2766 -0.070 0.097 0.070
C 6.1360 -3.7554 -2.8994 -0.060 -0.111 -0.036
C 6.3778 -2.4016 -3.0481 -0.145 0.156 0.088
C 5.4643 -1.4871 -2.5367 -0.007 -0.373 0.128
C 4.2936 -1.9262 -1.9127 0.043 -0.046 -0.108
C 5.7302 -0.0636 -2.6347 0.383 0.543 -0.484
N 6.3540 0.6028 -3.5628 -0.219 -1.731 -0.161
N 6.2911 1.8998 -3.2281 -0.255 1.562 0.783
C 5.6431 1.9752 -2.1056 0.388 -0.187 -0.688
O 5.2784 0.7508 -1.6660 -0.052 -0.076 0.067
C 5.2462 3.1034 -1.2893 -0.137 0.144 0.586
C 5.0243 4.3882 -1.7765 0.067 -0.158 0.049
C 4.4915 5.3497 -0.9341 0.035 0.070 -0.101
C 4.1780 5.0505 0.3849 0.041 -0.127 0.163
C 4.4349 3.7812 0.8821 0.027 0.075 -0.049
C 4.1010 3.3689 2.2934 0.442 0.645 0.033
N 3.2785 2.1834 2.2644 -0.887 -0.509 -0.354
C 2.2288 1.9336 1.4800 0.300 0.183 -0.064
N 1.7009 0.7648 1.8030 -0.369 -0.136 -0.181
C 2.5144 0.3135 2.7843 0.110 0.162 0.147
N 3.4678 1.1529 3.0888 0.551 -0.320 0.666
C 4.9766 2.8227 0.0444 0.043 0.165 -0.129
H 2.3208 -4.5539 -1.9090 0.050 0.032 0.215
H 2.9945 -4.3836 -0.2711 -0.109 0.048 -0.085
H 2.0084 -2.3420 1.1241 0.205 -0.030 0.176
H -0.7707 -1.2091 -1.7497 -0.008 0.050 -0.073
H 4.8020 -5.2535 -2.1532 -0.016 -0.106 -0.074
H 6.8448 -4.4759 -3.2790 0.063 -0.040 -0.009
H 7.2658 -2.0386 -3.5399 0.112 0.022 -0.047
H 3.5907 -1.1815 -1.5630 -0.117 0.012 0.073
H 5.2488 4.6104 -2.8073 -0.024 0.022 -0.134
H 4.2922 6.3438 -1.3083 0.044 0.048 -0.052
H 3.7539 5.8066 1.0308 -0.068 0.085 0.025
H 3.5699 4.1621 2.8330 0.138 -0.113 -0.085
H 5.0033 3.1096 2.8548 -0.194 0.005 -0.026
H 1.8984 2.5693 0.6847 -0.033 0.138 -0.146
H 2.4151 -0.6357 3.2639 -0.068 -0.236 0.151
H 5.1707 1.8292 0.4197 -0.028 -0.114 0.041
N -0.0372 2.9178 -3.9908 -0.233 -0.108 -0.517
C 0.2793 2.7840 -2.5471 0.025 -0.731 1.107
C 0.7101 4.1132 -1.9800 0.103 0.317 0.060
P 1.5451 1.4616 -2.2259 -0.051 0.027 -0.651
O 1.1804 0.4748 -3.4838 0.539 0.517 0.126
O 2.8912 2.0260 -2.3989 -0.046 0.117 -0.308
O 1.1714 0.7998 -0.9349 -0.311 0.159 0.408
P -1.3538 2.3022 -1.8249 -0.048 -0.525 -0.540
O -1.4937 0.7701 -2.4108 0.364 0.619 0.189
O -2.3178 3.1637 -2.5576 -0.118 0.234 -0.106
O -1.3214 2.2669 -0.3255 0.726 -0.886 0.488
H 0.4935 3.6607 -4.4547 -0.105 -0.171 0.122
H -1.0723 3.1217 -3.9762 0.315 0.124 -0.357
H 0.1692 2.0117 -4.4399 -0.142 0.200 -0.032
H 1.7195 4.3561 -2.3156 0.028 0.028 0.031
H 0.7155 4.0512 -0.8927 0.064 0.061 0.051
H 0.0148 4.9070 -2.2602 -0.038 0.019 0.041
H 0.5677 -0.2185 -3.2379 -0.241 -0.293 0.116
H -2.4378 0.6189 -2.5234 -0.514 -0.267 -0.153
C -1.7208 -2.0053 3.7350 -0.150 -0.002 -0.090
N -0.8548 -0.8393 3.8712 0.350 0.026 -0.364
C 0.2220 -1.1890 4.7875 0.093 0.009 0.190
C -1.5840 0.3148 4.3992 0.114 0.337 -0.180
C -0.9392 1.6469 4.0074 -0.064 -0.408 0.102
N -1.1790 2.0541 2.6106 0.060 -0.314 -0.645
C -0.4472 3.3015 2.3466 0.149 0.333 -0.117
C -2.5962 2.4074 2.4451 -0.260 0.026 -0.190
H -2.2162 -2.2647 4.6807 0.045 0.012 0.009
H -1.1171 -2.8526 3.4154 -0.004 -0.087 -0.008
H -2.4822 -1.8241 2.9805 -0.087 -0.015 0.008
H -0.1852 -1.5152 5.7566 0.061 -0.011 -0.035
H 0.8697 -0.3359 4.9705 0.072 0.059 0.007
H 0.8159 -2.0046 4.3783 0.045 -0.033 -0.026
H -1.6169 0.2788 5.4976 -0.086 -0.090 -0.037
H -2.6112 0.2611 4.0457 -0.061 0.018 0.019
H 0.1388 1.5559 4.1539 0.036 0.127 -0.003
H -1.3110 2.4353 4.6784 0.072 -0.036 -0.066
H -0.8756 4.1274 2.9276 0.046 -0.055 0.052
H -0.5390 3.5401 1.2869 0.003 0.013 0.107
H 0.6044 3.2163 2.6108 -0.074 -0.104 0.113
H -2.8519 3.2609 3.0840 0.040 -0.026 0.023
H -3.2436 1.5819 2.7167 -0.061 -0.028 -0.022
H -2.7692 2.6719 1.4041 -0.001 0.000 0.045
C -2.2222 -0.4255 0.9745 1.753 0.516 -0.484
Ge -3.3989 -1.6068 -0.0968 -0.151 -0.259 0.115
C -2.4416 -3.1778 -0.8461 -0.577 0.652 0.220
C -1.7710 -3.9803 0.0700 -0.097 0.124 0.089
C -1.1049 -5.1176 -0.3445 0.121 -0.083 0.089
C -1.1047 -5.4670 -1.6852 0.050 -0.033 -0.054
C -1.7550 -4.6663 -2.6073 -0.006 -0.048 -0.125
C -2.4182 -3.5258 -2.1891 -0.186 0.058 -0.006
C -4.7237 -2.2657 1.2450 0.554 0.224 -0.624
C -5.3926 -1.3385 2.0351 0.117 0.141 -0.111
C -6.2928 -1.7466 3.0009 -0.064 0.091 0.106
C -6.5449 -3.0964 3.1823 -0.022 -0.034 0.033
C -5.8959 -4.0282 2.3907 -0.037 -0.136 0.059
C -4.9869 -3.6154 1.4314 0.139 0.012 -0.157
C -4.3104 -0.3421 -1.3419 0.467 -0.655 0.491
C -4.4225 0.9845 -0.9354 -0.009 -0.072 0.093
C -5.0858 1.9125 -1.7160 -0.115 0.086 0.026
C -5.6313 1.5307 -2.9292 -0.034 -0.012 0.030
C -5.5226 0.2152 -3.3453 -0.085 -0.033 -0.149
C -4.8776 -0.7201 -2.5527 0.045 -0.177 -0.003
H -2.9277 -0.0519 1.7170 0.138 0.254 0.349
H -1.7822 -3.7011 1.1162 0.048 -0.070 0.128
H -0.5964 -5.7395 0.3777 0.042 -0.087 0.076
H -0.6069 -6.3683 -2.0082 0.077 -0.091 -0.047
H -1.7518 -4.9339 -3.6529 0.012 -0.028 -0.106
H -2.9210 -2.9015 -2.9145 -0.022 0.007 -0.116
H -5.2178 -0.2805 1.8789 -0.051 0.129 0.042
H -6.7990 -1.0103 3.6068 -0.088 0.053 0.068
H -7.2499 -3.4187 3.9334 -0.068 -0.036 0.062
H -6.0970 -5.0810 2.5163 -0.037 -0.117 0.041
H -4.4794 -4.3440 0.8136 -0.006 -0.131 -0.005
H -3.9753 1.2925 -0.0022 0.064 0.123 0.109
H -5.1782 2.9311 -1.3773 0.058 0.164 0.006
H -6.1521 2.2513 -3.5399 -0.023 0.083 -0.082
H -5.9542 -0.0902 -4.2857 -0.065 -0.036 -0.117
H -4.8398 -1.7536 -2.8698 -0.007 -0.041 -0.082
```
Positions in Å, forces in eV/Å.

Properties
M   1207.80 g mol⁻¹
LUMO energy (spin up / spin down)   -3.17 / -2.79 eV
⟨S²⟩   0.827
Charge   +1
Spin multiplicity   2
Frontier orbital gap (spin up / spin down)   7.02 / 7.29 eV
Electronic energy   -157592.871 eV


# 2
Formula: C47H57As3N8OSSe2W
Source: OMol25
Level of theory: ωB97M-V/def2-TZVPD

```
120
Properties=species:S:1:pos:R:3:forces:R:3
W -0.5298 -0.7270 0.9986 0.989 0.419 0.325
C -1.8929 -4.8757 1.2919 -0.035 0.032 -0.035
C -2.0372 -3.4312 1.6520 0.139 -0.099 0.081
N -1.3363 -2.5486 0.7142 -0.322 0.282 0.029
C -1.6276 -2.9897 -0.5890 -0.003 -0.139 -0.028
C -1.8919 -4.2923 -0.8584 0.014 0.094 -0.035
N -1.8231 -5.2862 0.0880 0.030 -0.067 0.063
C -1.4775 -1.9865 -1.6034 0.025 0.035 -0.024
C -1.9085 -2.1312 -2.9109 -0.001 0.010 0.011
C -1.7365 -1.1027 -3.8251 0.014 0.002 0.072
C -1.0545 0.0324 -3.3522 0.016 -0.023 0.032
C -0.6327 0.1183 -2.0495 -0.053 -0.038 -0.104
N -0.8717 -0.8701 -1.1398 -0.108 0.088 -0.115
C 0.2043 1.2212 -1.5953 0.068 0.079 0.250
C 0.3702 2.3981 -2.3197 -0.034 -0.021 -0.031
N 1.1721 3.3726 -1.9233 0.019 0.053 0.017
C 1.8442 3.1638 -0.8050 0.022 -0.063 0.079
C 1.6762 2.0008 -0.0589 -0.008 0.018 -0.109
N 0.8437 1.0325 -0.4281 -0.169 -0.069 -0.051
C -2.2149 -1.1919 -5.2077 -0.008 -0.021 -0.031
C -2.3041 -2.4206 -5.8575 -0.002 -0.043 -0.047
C -2.7608 -2.4466 -7.1688 0.008 0.019 0.047
N -3.1344 -1.3556 -7.8267 -0.016 -0.005 -0.053
C -3.0573 -0.1844 -7.2064 0.012 -0.006 0.039
C -2.5968 -0.0474 -5.9044 -0.015 0.051 -0.036
H -1.8437 -5.6013 2.0998 -0.024 -0.017 0.007
H -1.7029 -3.3219 2.6695 -0.108 -0.035 -0.137
H -2.1016 -4.6203 -1.8671 -0.007 0.006 -0.008
H -2.4293 -3.0311 -3.2006 -0.012 -0.018 -0.003
H -0.8086 0.8200 -4.0482 0.006 -0.002 0.005
H -0.1684 2.5683 -3.2425 -0.022 -0.006 0.008
H 2.5384 3.9270 -0.4737 0.005 0.011 -0.015
H 2.2494 1.8641 0.8327 0.032 0.007 0.102
H -1.9910 -3.3449 -5.3904 0.009 -0.002 0.025
H -2.8261 -3.3829 -7.7090 -0.001 -0.009 -0.010
H -3.3765 0.6829 -7.7713 -0.005 0.004 -0.009
H -2.5796 0.9357 -5.4512 0.011 0.000 0.020
Se -1.9763 -0.2508 3.0381 0.042 -0.133 0.119
Se -4.0090 -3.0040 1.8245 0.014 0.043 0.101
C -4.3349 -1.7232 0.4325 0.010 -0.037 -0.068
C -5.5811 -1.8440 -0.1810 0.011 -0.015 -0.025
C -5.9298 -0.9346 -1.1606 0.059 0.022 0.014
C -5.0006 0.0382 -1.5180 -0.024 -0.007 0.008
C -3.7942 0.0702 -0.8505 0.050 -0.027 -0.037
N -3.4516 -0.7720 0.1378 -0.422 -0.044 -0.082
C -0.9696 -1.6369 3.7807 -0.010 -0.030 -0.037
C -1.1540 -2.3129 4.9715 -0.024 -0.005 0.005
C -0.3644 -3.4263 5.2119 0.028 0.013 -0.052
C 0.5511 -3.8251 4.2383 -0.021 0.018 0.032
C 0.6637 -3.0994 3.0717 0.024 0.011 -0.101
N -0.0629 -1.9871 2.8491 -0.061 -0.074 0.019
H -6.2498 -2.6479 0.0977 -0.003 -0.008 0.004
H -6.8920 -0.9970 -1.6509 -0.009 0.003 -0.006
H -5.2144 0.7557 -2.2986 -0.005 0.006 -0.003
H -3.0471 0.8157 -1.1054 -0.043 -0.057 -0.001
H -1.9138 -1.9856 5.6691 0.010 -0.001 0.018
H -0.4739 -3.9928 6.1278 -0.010 0.000 0.014
H 1.1634 -4.7063 4.3723 -0.002 -0.011 0.009
H 1.3214 -3.4298 2.2890 -0.056 0.044 0.056
C 1.9833 -1.6289 -1.8276 0.076 -0.019 0.029
As 1.8334 -1.7645 0.1059 0.170 -0.140 -0.104
C 2.0923 -3.6982 0.2133 0.054 0.003 -0.109
C 3.5776 -0.9765 0.5527 -0.050 0.030 -0.024
C 4.0120 -0.6733 1.9887 -0.041 0.039 -0.115
C 3.7957 -1.8699 2.9082 0.074 0.003 0.036
C 3.2908 0.5564 2.5429 -0.053 0.052 0.010
As 1.3235 0.5300 2.8403 -0.039 0.067 -0.093
C 1.2963 -0.0632 4.6862 0.031 0.026 0.035
C 0.9726 2.4096 3.1821 0.093 -0.039 0.023
C 5.5298 -0.3685 1.9908 0.059 -0.049 0.041
As 6.5570 0.8696 0.8034 0.010 0.006 -0.019
C 6.4337 -0.0948 -0.9031 0.009 -0.007 -0.024
C 5.2563 2.2828 0.3619 0.023 0.059 -0.039
H 2.9426 -2.0906 -2.0703 -0.044 0.025 0.004
H 2.0006 -0.5993 -2.1709 -0.024 0.001 0.010
H 1.1922 -2.1919 -2.3196 0.001 0.011 0.002
H 2.6168 -3.9768 -0.7025 -0.052 0.013 0.044
H 1.1412 -4.2281 0.2485 0.007 0.000 0.011
H 2.7266 -3.9790 1.0506 -0.024 0.006 0.049
H 3.6424 -0.0825 -0.0740 -0.013 -0.076 0.075
H 4.2594 -1.7100 0.1093 -0.016 0.006 0.024
H 2.7384 -2.0971 3.0333 -0.063 -0.005 0.013
H 4.2059 -1.6690 3.8998 0.003 -0.010 -0.015
H 4.2988 -2.7596 2.5255 0.005 0.002 -0.008
H 3.5537 1.4401 1.9611 -0.065 -0.086 0.076
H 3.6436 0.7575 3.5593 0.005 -0.041 -0.023
H 2.0709 0.5283 5.1778 -0.034 -0.020 -0.012
H 1.5390 -1.1179 4.7914 -0.007 0.052 0.017
H 0.3422 0.1724 5.1512 0.013 -0.025 -0.018
H 1.7698 2.7647 3.8391 -0.017 -0.028 -0.034
H 0.0204 2.5004 3.6993 -0.017 -0.006 0.001
H 0.9687 3.0027 2.2745 -0.036 0.058 -0.044
H 6.0607 -1.3147 1.8383 -0.018 0.005 0.012
H 5.7962 -0.0599 3.0057 0.008 0.005 -0.006
H 6.7932 -1.1162 -0.7731 -0.006 0.007 -0.001
H 7.1087 0.3967 -1.6027 0.004 0.004 0.002
H 5.4360 -0.1036 -1.3446 0.029 0.002 -0.002
H 5.0194 2.8866 1.2392 -0.005 0.007 0.004
H 4.3467 1.9084 -0.1138 0.033 0.008 -0.007
H 5.7569 2.9370 -0.3525 -0.007 0.006 -0.004
C -1.2141 7.3641 -1.8584 0.009 0.015 -0.018
C -1.3521 6.0999 -1.0744 0.002 -0.019 0.027
C -0.7745 5.9677 0.1889 -0.013 0.023 -0.037
C -0.9388 4.8116 0.9312 0.022 -0.037 0.022
C -1.6900 3.7609 0.4039 0.014 -0.024 -0.053
C -2.2899 3.8745 -0.8558 0.016 -0.036 0.033
C -2.1094 5.0304 -1.5810 0.020 0.023 0.001
S -1.9351 2.3924 1.4578 -0.031 0.200 0.011
C -3.7155 2.2486 1.4683 0.008 0.015 0.027
O -1.4094 1.1251 0.6555 -0.142 -0.337 -0.120
H -0.3863 7.9724 -1.5019 0.001 0.003 0.003
H -2.1281 7.9553 -1.7619 -0.002 0.002 -0.002
H -1.0731 7.1582 -2.9189 -0.003 0.004 0.000
H -0.2090 6.7913 0.6047 0.006 0.008 0.003
H -0.5231 4.7495 1.9292 0.017 -0.022 0.008
H -2.9030 3.0781 -1.2580 -0.008 -0.036 -0.017
H -2.5784 5.1324 -2.5517 -0.004 -0.001 -0.007
H -4.1269 2.2795 0.4652 0.008 0.005 -0.012
H -4.0548 3.1147 2.0398 0.014 0.021 0.018
H -3.9962 1.3324 1.9825 -0.035 0.000 -0.022
```
Positions in Å, forces in eV/Å.

Properties
M   1348.62 g mol⁻¹
LUMO energy (spin up / spin down)   -12.29 / -12.30 eV
Charge   +4
Spin multiplicity   1
Frontier orbital gap (spin up / spin down)   4.48 / 4.47 eV
Electronic energy   -389463.574 eV